DFT (ωB97M-V/def2-TZVPD) results for the ion C8H12N3S2 with charge +1 at a distorted geometry.

The geometry in ORCA input format:
```
! wB97M-V def2-TZVPD RIJCOSX def2/J DEFGRID3
* xyz 1 1
C 1.0990 1.3640 -1.8886
N 0.8109 0.7280 -0.6217
C 0.7155 1.3376 0.5636
C 0.8360 2.7566 0.9269
N 0.4164 0.5034 1.5715
N -0.2094 -0.6887 1.2202
C -1.4223 -0.6582 0.5498
S -2.1274 0.7581 0.1005
C -1.8569 -1.9714 0.2824
C -1.2420 -3.1793 0.4744
C -2.0222 -4.2423 -0.0262
C -3.1148 -3.8145 -0.7092
S -3.3249 -2.1139 -0.6341
H 2.2104 1.2047 -2.2802
H 0.2982 1.2206 -2.5731
H 1.1222 2.3640 -1.8026
H 0.5462 -0.2067 -0.8408
H -0.1163 3.2104 0.4052
H 1.8453 3.2427 0.5344
H 0.9354 2.8286 2.0957
H -0.0580 0.7408 2.4263
H 0.1882 -1.4106 1.7718
H -0.3559 -3.1566 1.0331
H -1.9572 -5.2985 0.0062
H -3.8041 -4.5885 -1.1072
*
```

Properties
Gap between HOMO and LUMO   8.114 eV
Total energy   -34622.747 eV
E_HOMO   -12.1 eV
SMILES string   CN/C(C)=[NH+]\NC(=S)c1cccs1

---

DFT (ωB97M-V/def2-TZVPD) results for an isolated molecule of C8H12N4O at a distorted geometry.

The geometry in ORCA input format:
```
! wB97M-V def2-TZVPD RIJCOSX def2/J DEFGRID3
* xyz 0 1
C 2.7075 -0.3309 -0.9463
C 1.5333 0.2283 -0.0050
C 1.9626 0.5945 1.4122
N 0.4586 -0.6442 -0.0026
C 0.3083 -2.0313 0.0932
O 1.2049 -2.8061 0.1378
N -1.0517 -2.3073 0.3513
C -1.8429 -1.2087 0.2288
C -3.1635 -0.8291 0.1730
N -3.2316 0.4917 -0.1126
N -2.0179 1.0164 -0.2091
C -1.7825 2.3510 -0.5347
C -1.1736 0.0040 0.0761
H 3.5690 0.3564 -1.0225
H 2.9863 -1.4312 -0.8176
H 2.4797 -0.2160 -2.0409
H 1.2818 1.0866 -0.5810
H 1.9188 -0.2313 1.9992
H 1.4890 1.4247 1.8258
H 3.0606 0.8038 1.3343
H -1.4062 -3.2748 0.2939
H -4.1422 -1.2934 0.1564
H -1.9658 2.9273 0.3385
H -0.7793 2.4882 -0.8485
H -2.4032 2.8314 -1.2996
*
```

Properties
Gap between HOMO and LUMO   8.887 eV
Total energy   -16495.503 eV
E_HOMO   -8.2 eV
SMILES string   CC(C)n1c(=O)[nH]c2cnn(C)c21

---

In the order shown, the computed relative energy (zero: lowest compared OMol25 entry of this formula, charge and spin) values come out to 0.00 53.26 kcal/mol.